{
  "formula": "CH18NO6",
  "method": "ωB97M-V/def2-TZVPD",
  "charge": 1,
  "e_tot_ha": -554.76636,
  "largest_force_ev_per_a": 6.8,
  "mol_weight_da": 140.2,
  "elements": ["C", "N", "H", "H", "H", "H", "H", "H", "H", "H", "O", "H", "H", "O", "H", "H", "O", "H", "H", "O", "H", "H", "O", "H", "H", "O"],
  "positions_angstrom": [[-2.116, 0.442, 0.925], [-0.611, 0.295, 1.305], [-2.564, 1.343, 1.299], [-2.275, 0.309, -0.218], [-2.762, -0.291, 1.396], [-0.302, -0.279, 0.579], [-0.387, -0.092, 2.180], [-0.145, 1.263, 1.450], [1.004, -1.969, 0.513], [0.965, -1.727, -1.080], [0.455, -1.647, -0.283], [1.036, 1.264, 3.579], [0.336, 0.880, 4.600], [0.371, 0.686, 3.597], [0.800, 3.115, -0.368], [-0.723, 2.458, -0.081], [0.223, 2.739, 0.208], [-0.680, -0.759, -2.774], [-0.209, 0.214, -1.771], [-1.028, -0.010, -2.079], [-0.346, 1.062, -4.426], [1.029, 0.302, -4.632], [0.510, 0.962, -4.134], [3.243, -3.378, 0.142], [1.790, -3.821, 0.299], [2.385, -3.361, -0.228]],
  "forces_ev_per_a": [[-0.2, -0.6, -1.0], [-2.8, 3.8, 0.2], [0.4, 0.8, 0.0], [0.8, 0.4, 2.0], [0.6, -0.7, 0.2], [1.9, -1.1, -2.0], [-0.4, -1.2, 1.6], [-0.7, -1.8, -1.4], [-0.7, 0.6, -2.6], [0.8, -0.5, -0.1], [-0.2, 0.0, 2.8], [5.0, 3.8, -1.9], [-1.2, -1.5, -1.6], [-3.3, -2.1, 4.3], [1.8, 1.7, -3.3], [3.0, 1.5, -0.4], [-5.0, -3.1, 3.5], [-1.8, 2.8, 2.3], [3.4, 1.5, 1.4], [-2.0, -4.1, -3.7], [-2.8, 0.0, -1.4], [-0.9, 0.7, 0.0], [4.0, -0.7, 1.2], [1.3, -0.4, 0.8], [-1.3, -1.7, 1.5], [0.4, 1.6, -2.2]],
  "lowdin_charge": [0.0014, 0.1246, 0.0810, 0.1111, 0.0876, 0.0337, 0.0732, 0.1436, 0.0977, 0.0425, -0.0862, -0.0144, 0.1464, -0.0132, -0.0009, 0.1050, -0.0307, 0.1472, -0.0584, -0.0875, -0.0061, 0.0679, -0.0310, 0.0451, 0.0172, 0.0033]
}